Entry 1:
{
  "formula": "C32H31N6O8S2Ti",
  "method": "the ωB97M-V functional and the def2-TZVPD basis",
  "elements": ["Ti", "C", "C", "O", "C", "C", "C", "C", "C", "C", "O", "H", "H", "H", "H", "H", "H", "H", "C", "C", "S", "O", "O", "C", "C", "N", "C", "N", "C", "C", "N", "O", "O", "C", "H", "H", "H", "H", "H", "H", "H", "H", "H", "H", "H", "H", "H", "O", "C", "N", "C", "C", "O", "N", "C", "C", "C", "C", "C", "C", "C", "C", "C", "C", "C", "C", "H", "H", "H", "H", "H", "H", "H", "H", "H", "H", "H", "S", "C", "N"],
  "xyz": [[0.33366, -0.33188, 0.43051], [-0.42997, -2.25892, -3.21013], [0.12642, -2.08250, -1.83342], [0.24976, -0.90153, -1.42305], [0.54723, -3.20892, -1.03655], [0.40244, -4.53022, -1.50490], [0.85896, -5.59472, -0.77409], [1.47719, -5.37155, 0.46164], [1.63861, -4.09605, 0.95003], [1.17736, -2.99298, 0.22401], [1.36446, -1.77473, 0.70338], [-0.78852, -1.29645, -3.56431], [-1.24731, -2.97923, -3.21026], [0.34070, -2.62535, -3.89045], [-0.08915, -4.70118, -2.45293], [0.73426, -6.60179, -1.14608], [1.82593, -6.21532, 1.04192], [2.09350, -3.91505, 1.91468], [5.79484, 4.65735, 2.93190], [5.96706, 4.96040, 1.45185], [4.99805, 3.82790, 0.44382], [3.77060, 3.51363, 1.13532], [4.91093, 4.32995, -0.90168], [6.00055, 2.29468, 0.37945], [5.57129, 1.31836, -0.74493], [4.12093, 1.12201, -0.92480], [3.30237, 0.59031, 0.00283], [2.02759, 0.71284, -0.37237], [2.02311, 1.39461, -1.55565], [3.30424, 1.63879, -1.92099], [3.72871, 2.25547, -3.15064], [4.86763, 2.05306, -3.53381], [2.88333, 2.88767, -3.74042], [3.77782, 0.07508, 1.31184], [6.26821, 5.43758, 3.52554], [6.24565, 3.70210, 3.20257], [4.73702, 4.62360, 3.18501], [6.99827, 4.86363, 1.11285], [5.59346, 5.95000, 1.18835], [5.91585, 1.84276, 1.36593], [7.02547, 2.61477, 0.19996], [5.99962, 0.33713, -0.54531], [5.95291, 1.67050, -1.69352], [1.12023, 1.66833, -2.07344], [4.79044, -0.31915, 1.24927], [3.11946, -0.69844, 1.68307], [3.74750, 0.90079, 2.02712], [-1.59868, 0.11991, -0.11424], [-2.02024, -0.67729, 0.77495], [-3.26483, -1.01121, 1.09654], [-3.25805, -1.94492, 2.23004], [-1.71933, -2.12707, 2.43330], [-1.18869, -2.85635, 3.22051], [-1.08963, -1.32167, 1.50303], [-3.84729, -1.34495, 3.49679], [-3.82156, -2.09445, 4.67073], [-4.32646, -1.56388, 5.84581], [-4.86470, -0.28453, 5.86192], [-4.89450, 0.46275, 4.69675], [-4.37821, -0.06046, 3.51890], [-3.86921, -3.28007, 1.80619], [-5.10278, -3.70861, 2.27666], [-5.61898, -4.93083, 1.86640], [-4.90896, -5.72910, 0.98542], [-3.68284, -5.29833, 0.49836], [-3.16817, -4.07913, 0.90374], [-4.09616, -0.62385, 0.68289], [-3.39646, -3.08943, 4.65946], [-4.30693, -2.15287, 6.75313], [-5.26137, 0.12854, 6.77974], [-5.32445, 1.45559, 4.69620], [-4.39227, 0.55163, 2.62729], [-5.66061, -3.09370, 2.97014], [-6.57916, -5.25679, 2.24353], [-5.30650, -6.68819, 0.68109], [-3.12411, -5.91745, -0.19191], [-2.20321, -3.75479, 0.52604], [-0.60202, 3.60638, 1.42408], [-0.05567, 2.15039, 1.58167], [0.35734, 1.02867, 1.72764]],
  "atomic_forces_ev_per_a": [[-0.34, 0.53, 0.62], [0.03, 0.13, 0.02], [0.13, -0.14, -0.30], [-0.18, -0.57, -1.23], [0.04, 0.15, 0.51], [-0.07, 0.13, -0.07], [-0.01, -0.12, 0.01], [-0.07, 0.00, -0.14], [0.00, 0.30, 0.16], [-0.05, -0.84, -0.47], [0.76, -0.59, 0.39], [-0.01, -0.02, -0.02], [0.00, 0.00, 0.01], [0.02, -0.05, 0.04], [0.04, -0.03, -0.01], [0.00, 0.00, 0.01], [0.01, 0.02, 0.03], [0.01, 0.00, -0.01], [0.00, 0.02, 0.02], [-0.17, -0.45, 0.01], [0.04, -0.34, -0.24], [0.06, -0.19, 0.09], [0.21, -0.03, -0.13], [-0.69, 0.25, -0.03], [0.06, 0.32, 0.08], [0.12, 0.36, 0.09], [-0.08, 0.14, 0.03], [0.72, 0.12, -0.15], [0.01, 0.08, -0.23], [-0.10, 0.09, 0.39], [0.11, -0.05, -0.11], [-0.09, 0.04, 0.16], [0.02, -0.01, 0.04], [-0.06, 0.16, 0.00], [0.05, -0.02, 0.00], [0.01, 0.01, 0.02], [0.02, 0.02, 0.03], [0.00, 0.13, -0.06], [-0.04, -0.04, -0.11], [0.10, 0.02, 0.03], [0.06, -0.15, -0.04], [0.11, 0.05, 0.00], [0.00, -0.01, -0.08], [0.03, -0.08, -0.09], [-0.02, 0.00, 0.00], [-0.05, -0.13, 0.00], [0.08, 0.02, 0.00], [-0.04, 0.14, 0.03], [-0.89, -0.24, 0.34], [0.04, 0.15, 0.08], [-0.05, -0.20, 0.01], [0.09, -0.23, 0.00], [-0.09, 0.07, -0.02], [-0.14, 0.06, -0.29], [-0.01, 0.13, -0.05], [0.02, -0.01, 0.00], [0.00, -0.04, 0.00], [-0.05, 0.05, -0.01], [-0.03, 0.01, 0.03], [0.01, -0.08, -0.01], [0.05, -0.02, 0.05], [0.05, 0.08, -0.03], [-0.03, 0.00, -0.02], [-0.06, -0.05, 0.01], [0.05, 0.05, -0.05], [-0.06, -0.02, 0.04], [0.03, 0.01, -0.09], [0.00, 0.00, 0.02], [0.03, -0.01, -0.01], [-0.01, -0.02, 0.00], [0.04, 0.01, 0.01], [0.00, 0.00, -0.01], [0.00, -0.02, 0.02], [0.00, -0.01, 0.00], [-0.01, 0.01, -0.01], [0.00, 0.00, 0.01], [0.02, -0.02, 0.01], [0.01, -0.02, -0.05], [0.06, 0.23, 0.34], [0.16, 0.73, 0.38]],
  "lowdin_charge": [1.152, 0.035, -0.278, -0.071, -0.087, -0.009, -0.053, -0.024, 0.027, -0.262, -0.154, 0.102, 0.102, 0.114, 0.117, 0.115, 0.122, 0.133, -0.112, -0.279, 0.660, -0.315, -0.297, -0.181, -0.101, 0.069, -0.284, 0.022, 0.010, -0.117, -0.329, 0.096, 0.127, 0.035, 0.085, 0.077, 0.076, 0.102, 0.112, 0.088, 0.110, 0.134, 0.110, 0.146, 0.093, 0.071, 0.103, -0.023, -0.527, 0.212, -0.233, -0.378, 0.150, 0.087, -0.162, -0.031, -0.057, -0.074, -0.069, -0.023, -0.139, -0.015, -0.059, -0.074, -0.068, -0.023, 0.178, 0.126, 0.111, 0.108, 0.108, 0.107, 0.120, 0.111, 0.108, 0.103, 0.108, 0.769, -0.895, -0.049],
  "charge": 1,
  "total_energy_ev": -103790.05975
}



Entry 2:
{
  "formula": "C32H32AsCl2F6HoN3O2PS4SbSi",
  "method": "the ωB97M-V functional and the def2-TZVPD basis",
  "elements": ["Ho", "S", "Sb", "S", "S", "S", "O", "C", "O", "C", "P", "C", "C", "C", "C", "C", "C", "C", "C", "C", "C", "C", "C", "H", "H", "H", "H", "H", "H", "H", "H", "H", "H", "H", "H", "N", "C", "C", "C", "C", "C", "C", "N", "C", "C", "C", "C", "N", "C", "C", "H", "H", "H", "H", "H", "H", "H", "H", "H", "F", "As", "F", "F", "F", "F", "F", "C", "Si", "C", "C", "C", "C", "H", "H", "H", "H", "H", "H", "H", "H", "H", "Cl", "C", "Cl", "H", "H"],
  "xyz": [[0.79447, -2.34801, -1.06625], [-4.13517, -5.83585, -1.33128], [-4.25601, -3.68722, -1.96707], [-1.57562, -3.09407, -3.96202], [-1.86742, -2.70577, -1.92129], [-3.54783, -3.58179, -4.42926], [2.88718, -1.16768, -4.38310], [1.75477, -1.12624, -3.95160], [1.21720, -1.98127, -3.13092], [0.80537, 0.01420, -4.35222], [-0.45426, 0.28165, -3.04137], [0.36825, 1.53330, -1.98634], [-0.40630, 2.37745, -1.18808], [0.18642, 3.25014, -0.29407], [1.56948, 3.28520, -0.16826], [2.34815, 2.43102, -0.93165], [1.75273, 1.55931, -1.83506], [-1.71187, 1.32213, -3.87356], [-1.51563, 2.65085, -4.24649], [-2.50410, 3.34479, -4.92519], [-3.70265, 2.71675, -5.24420], [-3.90655, 1.39481, -4.88144], [-2.91602, 0.70155, -4.19791], [0.26514, -0.31208, -5.24613], [1.38290, 0.90808, -4.59313], [-1.48792, 2.33654, -1.25281], [-0.43221, 3.87936, 0.33354], [2.03080, 3.95220, 0.54897], [3.42447, 2.42117, -0.81683], [2.38817, 0.89514, -2.40949], [-0.58676, 3.14597, -3.98941], [-2.34041, 4.37792, -5.20755], [-4.47538, 3.26098, -5.77411], [-4.83588, 0.89604, -5.12684], [-3.07395, -0.33468, -3.91803], [-3.53691, 2.46965, 3.04104], [-3.76474, 3.55075, 3.85614], [-4.91995, 4.15214, 4.31714], [-4.77852, 5.26248, 5.14971], [-3.51410, 5.73816, 5.49499], [-2.35602, 5.12803, 5.02989], [-2.47134, 4.01394, 4.19985], [-1.50421, 3.24337, 3.61998], [-2.15507, 2.30622, 2.92221], [-1.58346, 1.27670, 2.14817], [-2.34544, 0.37272, 1.35008], [-1.72577, -0.55306, 0.56486], [-0.37615, -0.71560, 0.45344], [0.35318, 0.12304, 1.26216], [-0.17797, 1.07225, 2.07946], [-4.22984, 1.86983, 2.63580], [-5.90038, 3.77998, 4.04407], [-5.66193, 5.75869, 5.53191], [-3.43523, 6.60493, 6.14098], [-1.37634, 5.50007, 5.30007], [-3.42810, 0.40220, 1.32179], [-2.34015, -1.20317, -0.04404], [1.42488, 0.00071, 1.20840], [0.48026, 1.70002, 2.66356], [0.62371, -4.55048, -1.83461], [2.23158, -5.23969, -1.36724], [1.41189, -6.66128, -0.85265], [2.46364, -5.85911, -2.94596], [3.73534, -5.80679, -0.76831], [2.90642, -3.70125, -1.83088], [1.85180, -4.43513, 0.15999], [4.61121, -3.18405, 3.24327], [4.94646, -1.70982, 2.13151], [5.02313, -0.15926, 3.19249], [6.61672, -1.94912, 1.30396], [3.62762, -1.57043, 0.89339], [2.69120, -1.53051, 0.10541], [5.43858, -3.34978, 3.93826], [4.47193, -4.08606, 2.64634], [3.69979, -3.02798, 3.82214], [5.84030, -0.22159, 3.91591], [4.08955, -0.02510, 3.74095], [5.17583, 0.72860, 2.57748], [7.41303, -2.02346, 2.04894], [6.84415, -1.11727, 0.63641], [6.61564, -2.86144, 0.70668], [-0.47553, -6.49078, 1.82571], [-1.40313, -5.29849, 0.90996], [-0.80242, -3.64301, 1.17177], [-2.43127, -5.32209, 1.24887], [-1.33739, -5.52067, -0.15102]],
  "atomic_forces_ev_per_a": [[0.04, 0.30, 0.46], [-0.02, -0.03, 0.01], [0.12, -0.06, -0.25], [0.00, 0.00, 0.18], [-0.39, -0.11, -0.58], [-0.29, 0.04, 0.20], [-0.01, -0.03, -0.08], [-0.15, 0.26, 0.02], [0.20, 0.09, 0.13], [-0.01, -0.03, -0.08], [0.00, 0.34, 0.42], [0.06, -0.04, -0.05], [-0.05, -0.01, 0.00], [0.00, 0.05, 0.00], [0.03, 0.00, 0.00], [-0.02, 0.02, 0.04], [0.03, 0.01, -0.03], [0.03, -0.14, -0.23], [0.01, 0.02, 0.01], [-0.01, 0.02, -0.01], [-0.01, 0.02, -0.01], [-0.03, 0.00, -0.01], [-0.02, -0.01, 0.00], [0.01, 0.01, 0.02], [-0.03, -0.04, -0.08], [0.00, 0.00, -0.01], [-0.01, 0.00, 0.02], [0.01, 0.01, 0.01], [0.02, 0.00, 0.00], [0.00, -0.01, -0.01], [0.01, 0.00, 0.00], [0.00, 0.01, 0.00], [0.00, 0.00, 0.00], [-0.01, 0.00, 0.00], [0.01, -0.02, 0.01], [0.02, -0.01, -0.04], [0.01, 0.01, 0.04], [-0.03, 0.01, 0.00], [-0.01, 0.02, 0.02], [-0.06, 0.03, 0.02], [0.05, -0.01, -0.01], [-0.07, 0.05, 0.03], [0.07, -0.03, -0.01], [-0.03, -0.06, -0.04], [-0.06, 0.00, -0.03], [0.02, -0.02, -0.01], [-0.07, 0.07, -0.10], [0.15, -0.21, -0.12], [0.07, 0.04, 0.02], [0.06, 0.00, 0.01], [0.01, 0.01, 0.00], [-0.01, 0.00, 0.00], [-0.01, 0.01, 0.00], [0.00, 0.00, 0.01], [0.02, 0.00, 0.01], [-0.03, 0.00, 0.00], [0.01, 0.02, 0.02], [-0.02, 0.01, 0.01], [0.01, 0.01, 0.01], [0.19, -0.18, -0.20], [0.03, -0.30, 0.19], [0.10, 0.11, -0.07], [-0.01, 0.01, 0.15], [-0.09, 0.04, -0.11], [-0.09, -0.25, -0.05], [0.10, -0.12, 0.00], [0.02, 0.05, -0.03], [0.01, -0.01, -0.01], [0.00, -0.06, -0.02], [-0.07, 0.01, 0.03], [0.06, 0.14, 0.05], [0.21, -0.03, -0.03], [0.01, -0.01, 0.02], [0.01, -0.03, -0.03], [-0.03, 0.01, 0.01], [0.01, 0.01, 0.02], [-0.03, 0.01, 0.01], [0.01, 0.02, -0.03], [0.02, 0.00, 0.01], [0.00, 0.04, -0.02], [0.00, -0.04, -0.02], [-0.01, 0.00, 0.05], [0.07, -0.04, -0.15], [-0.19, 0.04, 0.28], [0.02, 0.00, -0.05], [0.03, 0.01, 0.05]],
  "lowdin_charge": [1.249, -0.305, 0.346, -0.071, -0.165, -0.176, 0.058, -0.699, -0.327, -0.247, 1.039, -0.379, -0.112, -0.092, -0.098, -0.083, -0.090, -0.361, -0.092, -0.098, -0.108, -0.090, -0.091, 0.094, 0.090, 0.110, 0.105, 0.097, 0.101, 0.100, 0.107, 0.094, 0.092, 0.099, 0.070, 0.144, -0.214, -0.056, -0.146, -0.143, -0.047, -0.262, 0.142, -0.296, -0.187, -0.044, -0.249, -0.130, -0.174, -0.046, 0.133, 0.094, 0.079, 0.082, 0.096, 0.088, 0.012, 0.054, 0.103, -0.371, 0.751, -0.234, -0.206, -0.217, -0.261, -0.330, -0.190, 0.399, -0.197, -0.197, -0.237, -0.230, 0.020, 0.028, 0.028, 0.019, 0.026, 0.022, 0.018, 0.023, 0.027, 0.527, -0.992, 0.581, 0.002, -0.006],
  "s_squared": 8.77,
  "spin_multiplicity": 6,
  "charge": -2,
  "total_energy_ev": -237312.53177
}



Among the records above, which one has the lowest charge?
C32H32AsCl2F6HoN3O2PS4SbSi